105
Properties=species:S:1:pos:R:3:forces:R:3:lowdin_charge:R:1 method="wB97M-V/def2-TZVPD" largest_force_ev_per_a=0.894 gap_ev="4.99 / 5.00" homo_energy_ev="-12.81 / -12.81" total_charge=+2 de_lowest_kcal_mol=25.9 spin_multiplicity=1
W 0.540 -0.411 -0.263 0.600 0.430 0.504 1.572
C 3.251 2.348 2.116 -0.119 -0.071 -0.001 -0.008
C 2.780 1.349 1.256 0.068 0.024 -0.015 -0.094
N 1.490 1.103 1.098 -0.178 -0.277 0.062 -0.003
C 0.590 1.803 1.832 0.102 0.067 -0.015 -0.159
C 0.967 2.860 2.670 0.070 0.127 0.056 -0.120
C 2.349 3.115 2.806 -0.030 -0.053 -0.026 0.043
C -0.054 3.619 3.293 0.054 -0.036 -0.007 0.013
C -1.363 3.325 3.041 0.010 -0.088 -0.086 -0.016
C -1.724 2.230 2.221 -0.067 0.095 0.056 0.025
C -0.754 1.428 1.679 -0.170 -0.037 -0.195 -0.204
N -0.939 0.263 0.895 0.206 -0.375 -0.200 -0.078
C -2.239 -0.256 0.693 0.077 0.132 0.069 -0.333
C -3.280 -0.305 1.579 -0.134 -0.039 0.056 -0.032
C -4.519 -0.851 1.176 0.133 0.029 -0.049 -0.024
C -4.702 -1.318 -0.096 0.022 0.023 0.012 0.019
C -3.631 -1.289 -1.022 -0.127 -0.097 -0.084 -0.138
C -3.719 -1.722 -2.365 0.029 0.043 0.048 0.060
C -2.621 -1.631 -3.178 0.065 0.054 0.085 0.008
C -1.408 -1.163 -2.652 -0.117 0.085 0.017 -0.134
N -1.293 -0.782 -1.388 0.210 -0.308 0.053 -0.142
C -2.399 -0.796 -0.589 0.032 -0.103 -0.219 -0.307
H 4.316 2.509 2.197 0.007 0.004 0.006 0.128
H 3.478 0.767 0.665 -0.064 0.007 0.147 0.112
H 2.682 3.919 3.450 0.007 0.005 0.017 0.138
H 0.217 4.444 3.938 0.002 0.023 -0.002 0.132
H -2.147 3.933 3.470 -0.025 -0.006 0.002 0.126
H -2.767 2.053 2.013 -0.034 0.006 0.049 0.116
H -3.154 0.027 2.599 -0.018 0.004 0.018 0.128
H -5.329 -0.894 1.890 -0.010 0.005 0.022 0.126
H -5.659 -1.715 -0.409 -0.015 -0.008 0.001 0.134
H -4.658 -2.107 -2.741 -0.009 -0.011 -0.011 0.140
H -2.656 -1.932 -4.215 0.000 0.007 -0.009 0.129
H -0.522 -1.104 -3.267 -0.015 -0.010 0.010 0.067
C -0.584 6.253 -4.918 0.017 0.000 -0.010 -0.036
C 0.236 5.064 -5.439 -0.007 -0.029 0.003 -0.554
C 1.560 5.590 -5.991 -0.005 -0.006 -0.003 -0.055
C -0.532 4.369 -6.574 0.013 0.010 0.025 -0.034
C 0.445 4.058 -4.312 -0.033 -0.019 0.040 -0.143
C -0.646 3.529 -3.634 0.098 0.033 -0.071 -0.080
C -0.457 2.581 -2.655 -0.232 0.016 -0.021 -0.528
Br -2.039 2.069 -1.737 0.004 0.417 -0.010 0.970
C 0.809 2.094 -2.309 -0.090 -0.356 -0.272 -0.262
O 0.878 1.021 -1.442 -0.255 -0.074 0.650 -0.378
C 1.940 2.691 -2.890 0.240 0.174 -0.150 -0.064
C 1.697 3.642 -3.887 0.046 -0.065 0.078 0.041
C 3.401 2.572 -2.395 -0.152 0.006 0.043 -0.509
C 3.815 1.160 -1.998 -0.058 -0.119 0.067 -0.104
C 3.500 3.510 -1.180 -0.115 -0.036 0.033 -0.022
C 4.433 3.033 -3.438 -0.090 -0.011 -0.009 -0.046
H -0.695 6.995 -5.709 -0.013 0.011 -0.011 0.094
H -0.090 6.731 -4.072 0.009 0.005 0.003 0.094
H -1.586 5.955 -4.607 -0.008 -0.011 0.016 0.080
H 1.357 6.286 -6.804 0.003 0.015 -0.004 0.094
H 2.182 4.790 -6.397 -0.001 -0.009 -0.009 0.091
H 2.132 6.128 -5.233 0.005 0.003 0.005 0.093
H -0.696 5.070 -7.393 -0.009 0.011 -0.009 0.094
H -1.507 4.014 -6.238 -0.010 -0.006 -0.004 0.082
H 0.028 3.518 -6.963 0.008 -0.007 -0.002 0.093
H -1.654 3.845 -3.860 -0.005 0.033 -0.001 0.104
H 2.552 4.091 -4.355 0.106 0.039 -0.031 0.088
H 3.143 0.722 -1.262 0.180 0.062 -0.238 -0.026
H 4.819 1.186 -1.571 0.044 -0.003 -0.006 0.098
H 3.839 0.499 -2.864 -0.026 -0.011 0.014 0.067
H 2.788 3.225 -0.400 0.056 0.071 -0.117 0.064
H 3.272 4.536 -1.470 0.008 0.014 -0.008 0.101
H 4.509 3.489 -0.763 0.028 -0.012 0.020 0.098
H 4.278 2.549 -4.403 0.000 -0.011 -0.005 0.103
H 5.427 2.758 -3.086 0.019 0.014 0.014 0.094
H 4.438 4.112 -3.583 -0.048 0.025 -0.022 0.089
I -1.371 -3.344 1.604 0.064 0.051 0.057 0.943
C -0.061 -2.596 0.065 -0.268 -0.204 -0.227 -0.830
I 1.961 -1.879 -2.088 -0.217 0.121 0.042 0.726
H -0.540 -2.976 -0.834 0.063 0.018 0.055 -0.050
H 0.834 -3.187 0.222 -0.088 0.050 -0.004 -0.066
C 6.038 2.150 5.465 -0.041 -0.060 0.008 -0.044
C 5.162 0.951 5.714 0.024 0.041 -0.001 -0.273
C 3.776 1.045 5.697 -0.052 0.004 -0.025 -0.045
C 2.962 -0.054 5.938 -0.039 0.085 0.069 -0.022
C 3.536 -1.288 6.199 -0.035 -0.087 0.007 -0.267
N 2.765 -2.447 6.485 0.201 -0.079 0.139 0.135
C 1.485 -2.734 6.103 -0.010 -0.016 -0.107 -0.517
O 0.730 -3.416 6.745 -0.090 -0.044 0.059 0.121
N 1.067 -2.193 4.868 0.005 0.122 -0.034 0.148
C 1.800 -2.092 3.698 -0.094 0.010 0.046 -0.207
C 3.082 -2.606 3.505 0.029 -0.029 -0.073 0.049
C 3.669 -2.481 2.259 -0.066 0.028 0.023 0.006
C 2.978 -1.891 1.219 0.029 -0.069 0.230 -0.177
N 1.746 -1.391 1.410 0.069 0.137 -0.618 -0.145
C 1.189 -1.454 2.622 0.097 0.065 0.078 -0.139
C 4.921 -1.401 6.231 0.089 0.020 -0.064 -0.018
C 5.718 -0.295 5.994 0.028 -0.027 -0.011 -0.026
H 5.453 3.068 5.431 -0.011 0.009 -0.002 0.073
H 6.581 2.055 4.523 0.003 -0.008 -0.013 0.082
H 6.784 2.261 6.252 0.002 0.001 0.016 0.089
H 3.312 2.011 5.540 -0.009 0.034 -0.024 0.102
H 1.886 0.065 5.969 0.015 -0.011 -0.005 0.117
H 3.069 -3.012 7.268 -0.104 0.122 -0.011 0.168
H 0.064 -2.266 4.761 0.063 -0.065 -0.011 0.144
H 3.596 -3.113 4.305 0.009 -0.011 -0.006 0.125
H 4.660 -2.872 2.076 0.007 -0.013 0.004 0.129
H 3.393 -1.834 0.225 0.014 0.033 0.056 0.024
H 0.218 -0.998 2.752 0.010 -0.042 -0.033 0.086
H 5.375 -2.359 6.454 0.002 -0.011 -0.002 0.123
H 6.795 -0.402 6.036 0.011 -0.002 0.012 0.124